[1]
Here is a single C4H4O3 molecule at a distorted geometry from the OMol25 dataset. Energies are from ωB97M-V with the def2-TZVPD basis set.

Properties
- HOMO (eV) = -10.18
- ΔE to the lowest compared entry with this formula, charge and spin (kJ/mol) = 354.74
- SMILES = O=CC1(C=O)CO1

CARTESIAN COORDINATES (ANGSTROEM)
O 1.89 -1.16 0.27
C 0.79 -0.85 0.64
C -0.11 0.02 -0.23
C -1.31 -0.58 -0.88
O -2.08 -1.29 -0.28
C 0.30 1.31 0.30
O 0.73 0.92 -0.98
H 0.32 -1.16 1.60
H -1.38 -0.41 -1.97
H -0.14 2.31 0.41
H 1.00 0.86 1.18

Atomic partial charges in e from the Löwdin method, atoms 1 to 2: atom 1 (O): 0.108, atom 2 (C): -0.228



[2]
Here is a single CH5INP molecule at a distorted geometry from the OMol25 dataset. Energies are from ωB97M-V with the def2-TZVPD basis set.

Properties
- HOMO (eV) = -9.38
- ΔE to the lowest compared entry with this formula, charge and spin (kJ/mol) = 199.97
- SMILES = PNCI

CARTESIAN COORDINATES (ANGSTROEM)
P 1.41 0.98 0.40
N 0.73 -0.51 -0.10
C -0.80 -0.74 -0.38
I -1.40 0.16 -2.35
H 0.66 2.05 -0.10
H 0.93 1.22 1.66
H 1.31 -1.20 -0.49
H -1.24 -1.78 -0.51
H -1.33 -0.12 0.25

Atomic partial charges in e from the Löwdin method, atoms 1 to 2: atom 1 (P): 0.721, atom 2 (N): -0.435



[3]
Here is 3 unconnected molecules or ions with the total composition C45H71BBrCl2N2O15P2 at a distorted geometry from the OMol25 dataset. Energies are from ωB97M-V with the def2-TZVPD basis set.

Properties
- HOMO (eV) = -9.69
- ΔE to the lowest compared entry with this formula, charge and spin (kJ/mol) = 0.00
- total charge = +1

CARTESIAN COORDINATES (ANGSTROEM)
C 0.56 -11.44 5.48
C 0.06 -10.65 4.18
Cl 1.46 -10.12 3.07
C -0.91 -9.38 4.46
Cl -1.37 -9.10 6.20
C -0.47 -8.08 3.62
C 0.38 -6.90 4.23
C 0.94 -6.90 5.74
B 2.02 -8.11 6.03
O 1.93 -8.86 7.26
O 3.12 -8.43 5.15
C 0.76 -5.64 3.38
C 1.58 -4.39 3.89
O 2.71 -4.05 3.47
O 1.00 -3.62 4.97
Br 2.35 -3.17 6.16
C 0.25 -5.60 1.92
C 0.58 -4.29 1.05
C -0.37 -3.09 1.58
C 0.44 -1.79 2.10
N -0.39 -1.21 3.23
C -0.44 0.29 3.14
C -1.54 0.76 2.08
C -1.19 2.04 1.24
C -2.15 2.62 0.17
C -3.50 1.88 -0.07
C -3.86 0.60 0.77
C -2.89 0.03 1.87
O -3.28 -1.12 2.63
C -0.55 -6.85 1.36
C -0.98 -6.68 -0.16
C -2.16 -5.57 -0.38
C -2.12 -5.04 -1.90
C -2.77 -3.61 -2.13
C -4.24 -3.23 -1.75
C -4.72 -1.78 -2.06
C -3.83 -0.69 -2.70
C -2.37 -1.08 -3.07
C -1.86 -2.52 -2.81
N -0.86 -8.00 2.21
C -1.60 -9.09 1.48
C -3.15 -8.72 1.20
C -3.67 -9.16 -0.26
C -5.26 -9.41 -0.15
O -6.08 -8.60 -0.66
O -5.77 -10.54 0.56
H 1.52 -10.98 5.93
H -0.24 -11.65 6.26
H 0.90 -12.48 5.10
H -0.51 -11.42 3.54
H -1.93 -9.69 4.00
H 1.55 -5.94 5.99
H 0.09 -6.88 6.53
H 1.12 -9.41 7.30
H 3.56 -7.55 5.00
H 0.43 -4.41 -0.07
H 1.67 -3.94 1.20
H -1.16 -2.82 0.80
H -0.93 -3.50 2.50
H 0.52 -0.98 1.30
H 1.49 -2.07 2.48
H 0.06 -1.40 4.14
H 0.58 0.75 2.90
H -0.76 0.69 4.16
H -0.19 2.58 1.42
H -1.83 3.55 -0.41
H -4.23 2.26 -0.86
H -4.88 0.10 0.55
H -3.99 -1.60 2.15
H -1.34 -7.62 -0.69
H -0.03 -6.34 -0.73
H -3.16 -6.13 -0.25
H -2.15 -4.75 0.41
H -1.02 -5.05 -2.26
H -2.66 -5.84 -2.54
H -4.91 -4.03 -1.29
H -5.80 -1.48 -1.78
H -4.23 0.35 -2.90
H -1.69 -0.31 -3.56
H -0.79 -2.77 -3.09
H -1.00 -9.27 0.51
H -1.60 -10.10 2.01
H -3.27 -7.59 1.37
H -3.80 -9.26 1.97
H -3.21 -10.15 -0.59
H -3.53 -8.35 -1.06
H -6.09 -10.23 1.44
O 1.72 4.54 0.39
P 3.15 5.08 0.28
O 3.10 5.98 1.67
C 3.13 5.29 2.91
C 4.48 4.66 3.17
O 2.74 6.26 -0.82
C 1.84 5.93 -1.88
C 0.48 6.53 -1.61
O 4.79 5.56 0.09
C 5.22 6.89 -0.22
C 5.15 7.86 0.95
H 2.33 4.53 2.94
H 2.91 6.02 3.69
H 4.69 3.88 2.43
H 4.51 4.21 4.17
H 5.28 5.40 3.09
H 1.77 4.85 -2.02
H 2.25 6.35 -2.81
H 0.12 6.29 -0.60
H -0.26 6.18 -2.33
H 0.53 7.62 -1.65
H 4.72 7.29 -1.10
H 6.28 6.79 -0.50
H 4.12 8.15 1.15
H 5.70 8.77 0.72
H 5.56 7.42 1.86
O 0.86 9.26 -4.40
P 0.47 10.47 -5.27
O 0.55 9.66 -6.71
C -0.47 8.72 -7.02
C -1.80 9.40 -7.27
O 2.00 11.13 -5.23
C 2.72 11.13 -4.00
C 3.81 10.08 -4.05
O -0.05 11.86 -6.12
C 0.76 12.63 -7.01
C 1.00 11.98 -8.36
H -0.56 7.99 -6.21
H -0.15 8.18 -7.91
H -2.16 9.90 -6.37
H -2.55 8.68 -7.59
H -1.70 10.17 -8.05
H 2.05 10.97 -3.15
H 3.16 12.12 -3.87
H 3.43 9.10 -4.35
H 4.29 9.97 -3.07
H 4.57 10.36 -4.78
H 1.69 12.94 -6.54
H 0.20 13.55 -7.18
H 1.71 11.15 -8.28
H 1.42 12.70 -9.06
H 0.08 11.58 -8.78

Atomic partial charges in e from the Löwdin method, atoms 1 to 2: atom 1 (C): -0.133, atom 2 (C): -0.618



no.,Kohn-Sham gap (Ha)
1,0.38138
2,0.35394
3,0.18534